[1]
Below is a 11-piece molecular cluster, C22H66O11 overall, with properties calculated with ωB97M-V with the def2-TZVPD basis set.

```
99
Properties=species:S:1:pos:R:3:forces:R:3
C -3.0044 3.3054 -0.9278 0.09 0.05 -0.69
C -3.3320 4.4758 -0.0223 -0.01 -0.91 0.78
O -2.7310 4.2564 1.2918 0.01 -0.02 -0.60
H -3.0853 2.3177 -0.4806 -0.03 0.16 0.36
H -1.9973 3.3918 -1.3433 0.03 -0.04 0.21
H -3.6752 3.2970 -1.7933 -0.04 0.17 0.11
H -4.4068 4.5085 0.1764 0.02 0.36 -0.45
H -2.9299 5.3943 -0.4532 -0.34 0.15 0.08
H -3.2046 4.7998 1.9259 0.12 0.08 0.09
C -3.7805 -0.1354 2.3635 -0.43 -1.29 -0.91
C -4.5859 1.0950 2.6790 0.34 -0.20 1.14
O -4.4562 1.2697 4.1131 0.17 0.43 -0.21
H -2.8064 -0.2086 2.8394 0.02 0.43 0.18
H -3.5991 -0.2718 1.2897 0.12 0.41 0.10
H -4.3371 -1.0453 2.6151 0.05 0.17 0.35
H -5.6553 0.9420 2.5290 0.07 0.04 -0.71
H -4.1912 1.9565 2.1324 -0.19 0.10 0.09
H -5.0624 1.9708 4.3787 0.12 -0.08 0.05
C -5.5728 -2.3264 -1.6130 0.11 -0.44 0.42
C -4.3084 -1.5177 -1.8151 -0.68 0.73 0.27
O -4.5127 -0.1479 -1.3695 0.22 -0.56 -0.38
H -5.8020 -2.4968 -0.5573 -0.04 0.26 -0.01
H -5.4967 -3.3302 -2.0464 0.06 0.20 -0.18
H -6.3805 -1.7778 -2.0895 -0.22 -0.12 0.04
H -4.1747 -1.4656 -2.8950 0.56 0.16 0.08
H -3.4390 -1.9321 -1.3018 0.01 -0.13 -0.27
H -4.3605 -0.1110 -0.4206 -0.05 -0.07 -0.04
C -0.5299 -0.6995 -0.6751 0.36 -0.54 0.87
C 0.0997 0.6524 -0.3977 0.01 0.22 -0.76
O -0.8058 1.3891 0.3472 -0.80 0.86 1.47
H -0.0928 -1.2016 -1.5330 -0.13 0.02 -0.23
H -1.6195 -0.6580 -0.7114 0.09 0.38 -0.53
H -0.3448 -1.3505 0.1879 0.12 0.00 -0.05
H 0.2651 1.2396 -1.3115 0.34 -0.44 -0.28
H 1.0496 0.5546 0.1380 0.11 -0.16 -0.14
H -0.3945 2.2169 0.6665 -0.01 -0.42 -0.26
C 4.9669 1.1676 1.4388 -0.05 -0.95 0.82
C 4.3396 0.9413 0.1044 -0.09 0.78 -1.69
O 4.8483 1.9556 -0.7981 -0.81 0.10 0.25
H 4.8049 0.2904 2.0836 0.01 0.11 -0.13
H 4.4801 1.9958 1.9492 0.21 0.25 -0.10
H 6.0424 1.3080 1.3789 0.04 0.20 -0.13
H 3.2452 1.0226 0.2040 0.17 -0.04 -0.09
H 4.5599 0.0006 -0.4196 0.05 -0.27 0.76
H 4.2276 2.0921 -1.5464 0.68 -0.15 0.41
C -2.1505 -4.4051 -0.6310 -0.80 0.16 0.50
C -1.9664 -5.7892 -0.0365 0.88 -0.70 -0.47
O -3.0114 -6.0367 0.8882 -0.13 -0.05 -0.07
H -3.1802 -4.3185 -1.0032 0.21 -0.27 -0.21
H -1.4651 -4.1677 -1.4397 0.17 -0.08 0.06
H -2.1230 -3.6240 0.1383 0.43 -0.18 -0.01
H -0.9882 -5.9689 0.4446 -0.14 0.70 0.12
H -1.9231 -6.5586 -0.8334 -0.56 0.34 0.02
H -2.9796 -6.9670 1.1316 -0.04 0.09 0.05
C 3.0781 -3.9065 -4.2239 0.90 0.43 0.55
C 3.9545 -3.6742 -2.9945 0.84 0.66 -0.63
O 3.1304 -3.4497 -1.8982 -0.43 -0.14 1.57
H 2.9340 -4.9732 -4.3404 -0.58 -0.04 -0.26
H 3.5834 -3.4839 -5.0893 0.00 -0.25 -0.25
H 2.1794 -3.3170 -4.0625 -0.33 -0.36 -0.12
H 4.5806 -2.7800 -3.1607 -0.04 -0.11 -0.05
H 4.6639 -4.4955 -2.8339 -0.17 -0.12 0.03
H 3.6422 -3.5008 -1.0516 -0.20 -0.09 -1.00
C 2.2534 0.8427 -4.7062 -0.39 -0.15 -0.12
C 2.8450 1.1295 -3.3511 -0.49 -0.39 0.22
O 3.7062 2.2591 -3.3540 0.12 0.04 0.09
H 1.6085 -0.0407 -4.6543 0.13 0.01 0.02
H 3.0528 0.6437 -5.4171 -0.03 0.07 -0.13
H 1.6223 1.6570 -5.0686 0.14 0.10 -0.03
H 3.4070 0.2451 -3.0451 0.39 0.27 0.08
H 2.0703 1.2523 -2.5833 -0.05 0.05 -0.16
H 3.1703 3.0519 -3.4662 0.01 -0.06 -0.07
C 0.6055 1.5596 3.7553 1.13 -0.74 -0.36
C -0.7629 2.0932 3.9524 -0.55 0.89 0.64
O -1.2966 1.5278 5.1493 -0.29 -0.29 -0.02
H 1.3157 1.8585 4.5306 -0.24 0.20 0.07
H 1.0373 1.8478 2.7927 -0.15 0.11 0.04
H 0.5820 0.4691 3.7949 -0.07 -0.08 -0.12
H -1.4098 1.9094 3.0917 0.03 -0.16 -0.03
H -0.7157 3.1808 4.1060 -0.04 -0.02 -0.27
H -2.2435 1.3776 5.0376 0.02 0.09 -0.07
C 2.0721 5.1428 0.6750 -0.26 0.39 0.55
C 0.6207 5.3293 1.0440 -0.63 -0.33 -0.60
O 0.0313 4.0308 1.1858 -0.50 -0.05 -0.04
H 2.1229 4.3762 -0.0903 0.26 -0.10 -0.08
H 2.6358 4.8653 1.5629 0.24 -0.23 -0.15
H 2.4593 6.0877 0.2944 0.18 -0.07 -0.05
H 0.1415 5.8665 0.2090 -0.15 -0.06 0.26
H 0.4713 5.9070 1.9622 0.14 0.01 -0.06
H -0.9565 4.0806 1.1896 0.69 0.40 0.26
C 2.4049 -3.5530 1.5865 0.35 0.13 0.20
C 3.7279 -2.8596 1.2509 -0.51 0.11 0.51
O 4.6190 -3.6593 0.4585 -0.15 0.20 0.20
H 2.5924 -4.5577 1.9829 -0.07 -0.07 -0.41
H 1.7258 -3.5395 0.7389 -0.03 -0.40 -0.08
H 1.9147 -3.0519 2.4204 -0.02 0.32 -0.07
H 4.1618 -2.5185 2.2019 0.45 -0.27 -0.31
H 3.5436 -1.9598 0.6597 0.04 -0.09 -0.01
H 4.6512 -4.5656 0.7879 -0.10 0.17 0.14
```
Forces are in eV/Å.

Output
Multiplicity: 1
E_LUMO, Ha: 0.01150
Energy, a.u.: -1705.30706
SMILES string: CCO.CCO.CCO.CCO.CCO.CCO.CCO.CCO.CCO.CCO.CCO
E_HOMO, eV: -9.541

Electronic structure analysis, Mulliken charges in units of e: -0.7938, -0.3958, -0.5089, 0.1287, 0.1762, 0.4351, 0.4184, 0.3224, 0.2259, -0.5941, 0.0669, -0.5343, 0.2571, -0.1618, 0.4277, 0.4392, -0.0635, 0.2798, -1.2017, 0.3716, -0.5055, 0.2933, 0.3830, 0.3536, 0.2820, -0.2021, 0.1223, -1.0543, 0.5915, 0.1913, 0.4912, -0.0078, 0.2885, 0.1038, -0.3589, -0.1226, -1.2327, 1.0876, -0.6609, 0.2478, 0.2797, 0.3674, -0.5693, 0.2106, 0.3477, -0.7431, -0.4032, -0.5244, 0.1843, 0.4289, 0.1646, 0.2801, 0.2910, 0.3019, -1.0557, -0.1945, -0.4187, 0.3125, 0.3219, 0.2190, 0.2481, 0.3120, 0.3303, -1.2929, 0.6246, -0.6012, 0.3219, 0.3265, 0.3762, 0.2502, -0.2364, 0.3285, -1.0434, 0.7036, -0.6125, 0.3408, 0.1395, 0.2865, -0.2707, 0.1295, 0.3165, -1.0588, -0.2283, -0.4113, 0.1589, 0.2519, 0.4311, 0.2646, 0.3101, -0.0076, -1.0286, 0.1104, -0.6149, 0.3477, 0.2037, 0.3902, 0.3167, -0.1205, 0.3198

[2]
Below is one molecule with the formula C5H10O, with properties calculated with ωB97M-V with the def2-TZVPD basis set.

```
16
Properties=species:S:1:pos:R:3:forces:R:3
C 1.7710 0.3983 0.5207 0.06 0.01 0.08
C 0.8548 0.2396 -0.7011 -0.04 0.00 -0.10
C -0.5891 -0.0404 -0.3272 0.22 -0.13 0.15
C -0.9166 -1.4765 0.0064 -0.01 -0.02 0.02
C -1.4176 1.0377 0.2162 -0.02 0.16 0.24
O -1.5769 0.5996 -1.1284 -0.14 0.04 -0.23
H 1.3769 -0.1199 1.3989 0.00 -0.04 -0.09
H 1.8840 1.4498 0.7956 -0.07 -0.09 0.00
H 2.7720 0.0027 0.3355 -0.07 0.06 -0.03
H 1.2047 -0.5804 -1.3405 -0.03 0.11 0.08
H 0.8832 1.1494 -1.3096 -0.04 -0.14 0.05
H -0.7807 -2.0962 -0.8866 0.01 0.06 0.11
H -0.2601 -1.8643 0.7930 -0.07 0.07 -0.10
H -1.9555 -1.5735 0.3341 0.15 0.03 -0.03
H -1.0056 2.0412 0.3293 -0.03 -0.16 -0.03
H -2.2384 0.7939 0.8915 0.09 0.04 -0.13
```
Forces are in eV/Å.

Output
Multiplicity: 1
E_LUMO, Ha: 0.03673
Energy, a.u.: -271.71038
SMILES string: CC[C@@]1(C)CO1
E_HOMO, eV: -10.108

Electronic structure analysis, Mulliken charges in units of e: -1.0464, -0.7198, 1.1513, -1.3146, -0.6640, -0.5330, 0.3201, 0.2872, 0.3119, 0.3103, 0.3679, 0.3026, 0.3038, 0.3864, 0.2671, 0.2694

[3]
Below is one molecule with the formula C3H2O2, with properties calculated with ωB97M-V with the def2-TZVPD basis set.

```
7
Properties=species:S:1:pos:R:3:forces:R:3
C 1.4246 -1.3610 0.1122 -5.03 7.41 1.71
C 0.6727 -0.2889 0.2688 6.46 -8.02 -0.90
C -0.2268 0.7709 0.0057 -4.37 -0.39 -1.73
O -0.1359 1.8343 -0.5026 2.12 1.78 0.05
O -1.5107 0.2629 0.0936 -2.85 1.67 -0.29
H 2.0674 -2.2058 0.2841 -0.18 0.19 -0.29
H -2.2914 0.9876 -0.2618 3.84 -2.64 1.44
```
Forces are in eV/Å.

Output
Multiplicity: 1
E_LUMO, Ha: -0.00756
Energy, a.u.: -265.87905
SMILES string: C#CC(=O)O
E_HOMO, eV: -10.668

Electronic structure analysis, Mulliken charges in units of e: -0.1822, -0.1447, 0.5693, -0.4800, -0.5146, 0.3784, 0.3737